[1]
14
Properties=species:S:1:pos:R:3:forces:R:3 method="wB97M-V/def2-TZVPD" orbital_gap_ev=9.51 charge=+1
C -0.566754 0.005286 0.193818 1.320 4.616 2.100
C 0.536844 1.104186 0.108305 1.125 -4.866 0.048
C 0.822217 -1.012297 -1.310167 3.395 -1.118 -1.712
C 1.385120 -0.205827 -0.293814 2.589 1.583 2.385
C -1.795287 0.159012 0.926058 -0.542 2.295 1.083
N 0.179730 -1.044117 -0.023328 -2.065 -2.862 0.836
H 0.638694 1.848787 -0.564887 -0.489 2.420 -2.481
H 0.877245 1.494286 1.041374 -0.290 0.018 1.049
H 0.433188 -0.503762 -2.117846 -1.594 0.520 -1.619
H 1.496182 -1.861101 -1.543184 -1.213 0.169 0.162
H 2.349982 -0.616279 0.184468 -1.706 1.122 -0.423
H -2.547458 0.965354 0.590882 1.840 -0.562 0.442
H -1.487366 0.361127 2.073322 -0.766 -0.624 -2.508
H -2.322337 -0.694655 0.735001 -1.604 -2.710 0.638



[2]
81
Properties=species:S:1:pos:R:3:forces:R:3 method="wB97M-V/def2-TZVPD" orbital_gap_ev=3.98 charge=+3
Al 1.315078 0.337935 -1.605885 0.810 0.082 0.623
P 2.480811 0.830709 0.498515 0.621 -0.020 1.813
P -0.157203 2.290128 -1.324677 -1.329 1.768 -0.175
P 3.324367 -0.379028 -2.599457 1.622 -0.896 -1.404
H -1.161934 -3.087638 1.389654 0.565 -0.382 0.335
C -0.132326 -3.457842 1.309093 0.739 0.660 -0.459
C 0.894771 -3.035475 2.069051 -0.529 -0.381 0.163
H 0.735320 -2.454233 2.994764 0.079 -0.138 -0.667
C 1.566221 0.887323 2.072693 -0.414 0.173 -0.059
C 3.291409 2.482094 0.440578 -0.224 -0.118 -0.614
C 3.873022 -0.208228 1.070674 0.052 -0.275 -0.403
C -1.913965 1.825515 -1.584315 -0.045 -0.561 -0.283
C -0.317932 3.282438 0.216620 0.549 -0.416 0.540
C 0.096033 3.624208 -2.552821 0.390 -0.352 -0.327
C 3.864227 -1.928719 -1.773411 -0.471 -0.077 0.452
C 4.753075 0.768265 -2.570481 -0.270 0.509 0.252
C 3.194481 -0.896997 -4.342951 -0.461 0.259 -0.230
H 0.054193 -4.124879 0.460379 -0.048 0.140 0.344
H 1.920003 -3.403349 1.912195 -0.554 0.059 0.065
H 1.272436 -0.132475 2.354904 -0.060 0.299 -0.117
H 0.676886 1.526647 2.007992 0.218 -0.384 0.131
H 2.254535 1.292283 2.829953 -0.142 -0.112 -0.261
H 2.610671 3.260581 0.079815 0.272 -0.059 0.097
H 4.170065 2.439748 -0.213963 -0.172 0.110 0.180
H 3.607187 2.716429 1.464304 -0.054 -0.041 -0.219
H 3.555391 -1.256478 1.137882 0.148 0.228 0.044
H 4.143153 0.148522 2.074830 -0.058 -0.071 -0.314
H 4.744331 -0.113678 0.412370 -0.167 -0.077 0.244
H -2.196056 2.008839 -2.628324 0.066 -0.005 0.271
H -2.540800 2.438514 -0.930285 0.128 -0.084 -0.064
H -2.115939 0.768440 -1.336444 -0.188 0.403 0.096
H -0.731633 4.266707 -0.040850 0.114 -0.327 -0.189
H 0.651915 3.427222 0.699757 -0.276 0.121 0.021
H -1.001012 2.787223 0.917408 0.238 -0.075 -0.143
H -0.522656 4.497809 -2.297898 0.130 -0.397 -0.029
H -0.180312 3.254035 -3.548523 0.151 0.178 0.145
H 1.151571 3.921956 -2.555490 -0.222 0.072 -0.087
H 4.277217 -2.624491 -2.515117 -0.112 0.299 0.116
H 2.987593 -2.399846 -1.306569 0.267 -0.117 -0.049
H 4.611081 -1.749196 -0.991668 -0.218 0.007 -0.293
H 5.373938 0.642803 -3.468912 -0.264 -0.155 0.237
H 5.379015 0.626399 -1.681865 -0.177 -0.043 -0.195
H 4.372879 1.797632 -2.563843 0.237 -0.120 -0.095
H 3.960780 -1.649400 -4.573874 -0.120 0.286 0.156
H 3.333069 -0.025593 -4.996956 -0.091 -0.221 0.112
H 2.202916 -1.327796 -4.532021 0.304 0.092 -0.085
C -0.654298 -1.250343 -3.524080 -0.862 -0.712 -1.312
C -1.814004 -0.656388 -4.035911 0.272 -0.142 0.146
C -2.394593 -1.216643 -5.186579 0.402 -0.148 0.135
C -1.822125 -2.351385 -5.768785 0.191 -0.070 0.169
C -0.690817 -2.950683 -5.198134 0.054 0.136 0.133
C -0.083616 -2.391152 -4.063938 -0.189 0.169 -0.036
O -0.042364 -0.771959 -2.306527 -0.293 2.885 2.065
H -0.612720 -0.011781 -1.911766 -0.515 -2.096 -1.070
H -2.295208 0.192708 -3.546217 0.221 -0.353 -0.254
H -3.296602 -0.779593 -5.626306 0.386 -0.106 0.286
H -2.264002 -2.787150 -6.666885 0.101 0.127 0.339
H -0.279359 -3.875456 -5.612179 -0.154 0.408 0.060
H 0.799696 -2.824847 -3.586933 -0.384 -0.090 -0.217
C -2.717124 -0.917806 5.407269 -0.246 0.452 -0.531
N -2.570476 0.543392 5.217124 -0.259 -0.125 0.037
C -3.879549 1.115224 4.817728 0.313 -0.506 -0.158
N -4.436053 0.485123 3.606187 -0.039 -0.225 -0.053
C -4.550772 -0.978947 3.810550 0.678 0.413 0.252
N -3.251578 -1.584625 4.204573 -0.222 0.158 -0.191
C -2.311701 -1.531116 3.082193 -0.224 0.099 0.126
P -1.875797 0.208918 2.543283 -0.187 0.010 -0.051
C -1.520261 0.881562 4.266560 -0.225 -0.065 -0.270
C -3.646421 0.816152 2.420813 0.171 -0.111 0.255
H -3.415130 -1.077460 6.243915 0.298 -0.036 -0.302
H -1.736206 -1.349409 5.639021 -0.219 0.060 0.094
H -3.743067 2.186758 4.619097 -0.166 -0.211 0.214
H -4.586271 0.949985 5.645915 0.249 0.191 -0.297
H -4.880729 -1.453600 2.872886 -0.039 0.165 0.390
H -5.283767 -1.153182 4.613453 0.262 -0.009 -0.327
H -1.389937 -2.070694 3.326056 -0.216 0.030 0.086
H -2.777214 -2.019101 2.215208 0.077 -0.041 0.195
H -1.433783 1.974522 4.194523 0.052 -0.151 0.105
H -0.554665 0.480318 4.600857 -0.145 0.086 0.081
H -4.088955 0.365903 1.519424 -0.062 0.128 0.244
H -3.628439 1.907681 2.290811 -0.112 -0.163 -0.014



[3]
20
Properties=species:S:1:pos:R:3:forces:R:3 method="wB97M-V/def2-TZVPD" orbital_gap_ev=10.48 charge=0
O -1.080169 -2.281776 -2.565161 0.035 0.254 0.140
C -0.461316 -1.404611 -1.994751 -0.833 -0.700 -0.326
N -0.829194 -0.846450 -0.810351 1.134 0.764 0.093
C 0.137753 -0.145190 0.030972 -0.021 -0.283 0.318
C -0.580636 0.942853 0.835243 0.002 0.144 -0.287
C 0.299833 1.753585 1.763156 -0.711 0.771 1.341
N 1.143409 2.692391 1.045211 0.233 -0.409 -0.552
C 0.887771 -1.079036 0.975264 1.286 -0.488 0.022
H 0.438111 -0.983682 -2.478789 0.073 0.186 0.506
H -1.655837 -1.129169 -0.320783 -0.367 -0.559 -0.295
H 0.897831 0.286485 -0.624859 -0.219 0.187 -0.159
H -1.377391 0.499046 1.440321 0.085 -0.276 -0.021
H -1.080202 1.632558 0.152464 0.070 0.010 -0.090
H -0.372799 2.324425 2.421878 -0.009 0.182 -0.417
H 0.794549 1.135711 2.520769 0.409 -0.340 -0.375
H 1.647981 3.365444 1.607126 -0.192 -0.202 0.276
H 1.833588 2.159986 0.532139 0.201 0.194 -0.157
H 1.321038 -1.985933 0.534517 -0.558 0.112 -0.515
H 1.811512 -0.590091 1.308637 -0.338 0.238 0.360
H 0.330804 -1.421042 1.842165 -0.279 0.215 0.136



[4]
15
Properties=species:S:1:pos:R:3:forces:R:3 method="wB97M-V/def2-TZVPD" orbital_gap_ev=10.58 charge=0
C 1.561501 0.184204 -1.142106 0.001 -0.006 -0.012
C 1.027003 -0.417082 0.135421 0.252 -0.124 0.272
O 1.819055 -0.977769 0.876425 -0.250 0.134 -0.152
C -0.398953 -0.383422 0.591397 0.120 0.047 -0.155
O -0.606776 -1.249936 1.655120 0.043 0.056 0.134
C -1.581954 -0.154806 -0.297480 -0.067 -0.086 -0.170
C -1.142211 0.937182 0.632549 0.002 0.197 0.037
H 2.422516 -0.449894 -1.360111 -0.083 0.164 -0.315
H 0.867396 0.219739 -1.988030 0.054 -0.068 0.276
H 1.952707 1.192453 -0.965557 -0.186 -0.103 0.086
H 0.287780 -1.410056 2.006264 -0.137 -0.093 0.009
H -2.458097 -0.733674 -0.019252 0.153 0.115 -0.049
H -1.439388 -0.016827 -1.365444 0.035 -0.040 0.180
H -0.684859 1.829354 0.213398 -0.030 -0.171 0.036
H -1.710477 1.087326 1.545863 0.093 -0.022 -0.176



[5]
18
Properties=species:S:1:pos:R:3:forces:R:3 method="wB97M-V/def2-TZVPD" orbital_gap_ev=7.99 charge=0
C 1.382155 0.213170 1.439175 3.403 -2.615 0.434
C 1.307580 -0.870947 -0.888378 -6.927 -2.685 4.267
C -0.098035 -1.410167 -0.535875 2.296 1.939 -2.336
C -1.163318 -0.429886 -0.038101 -1.403 -0.991 2.469
H 0.499914 0.761433 1.743354 0.490 0.460 -0.375
H 2.427334 0.451021 2.106175 -3.083 -0.407 -1.987
H 1.162631 -0.893954 1.549120 0.011 1.233 0.753
H 2.810066 0.411433 -0.114007 -2.352 -0.729 -0.416
H 1.737644 -1.741740 -1.334171 1.922 0.441 -0.553
H -0.413377 -2.506163 -0.870126 0.691 2.830 0.592
H -2.722343 0.149556 1.087820 1.069 -3.300 -1.898
H -1.646548 1.354826 0.522758 -0.500 0.563 0.376
H 0.609570 1.312562 -0.827109 -1.153 2.122 -1.494
H -0.834213 1.385532 -1.878643 1.533 1.382 2.767
N 1.770855 0.149833 -0.057247 2.786 0.834 0.202
N -2.288530 -0.819989 0.589727 1.697 3.040 -0.042
N -0.843487 0.963560 0.081834 -3.031 -2.950 2.558
N -0.381835 1.749806 -0.878042 2.551 -1.163 -5.318



[6]
14
Properties=species:S:1:pos:R:3:forces:R:3 method="wB97M-V/def2-TZVPD" orbital_gap_ev=8.96 charge=0
C -1.693254 0.369253 0.614664 -0.072 0.045 0.083
C -0.452523 -0.385593 0.252591 0.058 -0.027 -0.137
C -0.313880 -1.688318 -0.108010 -0.139 0.078 0.196
O 0.877990 -1.915788 -0.704712 -0.021 -0.056 -0.095
C 1.524211 -0.714989 -0.745107 -0.164 0.099 0.246
C 0.799997 0.229991 -0.101032 0.025 -0.089 -0.350
N 1.206483 1.529258 0.218314 -0.001 0.225 -0.030
H -2.583067 -0.244544 0.446584 0.128 0.091 0.118
H -1.764996 1.232857 -0.061818 -0.123 -0.134 0.171
H -1.718734 0.758437 1.637297 0.105 -0.122 -0.079
H -0.933648 -2.558574 0.055918 -0.033 0.175 -0.207
H 2.390616 -0.631170 -1.364767 0.432 -0.210 0.100
H 0.538496 2.256396 0.003674 -0.011 -0.066 -0.018
H 2.122308 1.762790 -0.143601 -0.183 -0.008 0.001



What is the charge in the second record?
+3